C75H142F14N17O34S14 as an isolated structure, computed with ωB97M-V with the def2-TZVPD basis set.

Summary:
spin multiplicity: 1
total charge: +3
HOMO energy: -13.57 eV
Kohn-Sham gap: 6.8881 eV

```
296
C75H142F14N17O34S14 (ωB97M-V with the def2-TZVPD basis set)
C -4.2483 -13.0547 -35.5168
C -5.6782 -12.9354 -35.9294
C -6.3383 -14.2674 -36.3489
C -6.2899 -15.2563 -35.1435
C -7.1835 -14.6845 -34.0184
C -6.8026 -13.3225 -33.5475
N -6.4856 -12.4320 -34.6798
O -6.8907 -11.3135 -34.7977
C -5.5062 -13.3270 -32.6966
C -7.9450 -12.7117 -32.7740
C -5.6531 -11.8099 -37.0511
H -3.4923 -12.9074 -36.3302
H -4.0970 -13.9945 -35.0232
H -4.0539 -12.2664 -34.7888
H -5.7218 -14.6042 -37.1941
H -7.3778 -14.1789 -36.6518
H -5.2452 -15.3799 -34.8402
H -6.6493 -16.2300 -35.3344
H -7.0387 -15.3501 -33.1208
H -8.1527 -14.7766 -34.4116
H -4.6499 -13.5743 -33.2789
H -5.5616 -14.0487 -31.8799
H -5.3156 -12.3212 -32.2566
H -8.8993 -12.5222 -33.3512
H -7.7283 -11.9121 -32.0925
H -8.2643 -13.5325 -32.1657
H -5.0368 -10.9782 -36.7220
H -6.6592 -11.4693 -37.1980
H -5.2629 -12.2044 -38.0674
C 5.4516 -20.3324 -33.2934
C 5.6686 -19.1077 -32.4491
C 7.0926 -19.1866 -31.9641
C 7.7494 -17.8584 -31.5370
C 7.6740 -16.7962 -32.7045
C 6.2315 -16.5051 -33.0868
N 5.4367 -17.8231 -33.3474
O 4.6065 -17.8105 -34.1573
C 6.1676 -15.6561 -34.3530
C 5.4862 -15.6648 -31.9089
C 4.6723 -19.0358 -31.2797
H 5.6027 -21.2556 -32.7771
H 6.0458 -20.3524 -34.2095
H 4.4217 -20.3682 -33.6768
H 7.7071 -19.5969 -32.7731
H 6.9625 -19.8398 -31.1554
H 8.8301 -17.9103 -31.2467
H 7.3276 -17.3913 -30.6504
H 8.2218 -17.1992 -33.5498
H 8.0931 -15.7819 -32.4274
H 6.8780 -14.7905 -34.2193
H 5.1619 -15.2598 -34.5735
H 6.6324 -16.1413 -35.2519
H 5.6026 -16.2105 -30.9906
H 4.4444 -15.6138 -32.1623
H 5.8850 -14.6610 -31.7668
H 5.0276 -19.7300 -30.5385
H 3.6396 -19.3044 -31.6520
H 4.6303 -18.0324 -30.8987
C -3.6886 -10.4237 -27.8027
C -2.2062 -10.5278 -28.1898
C -1.4747 -9.1749 -27.8876
C 0.0176 -9.3148 -27.9632
C 0.4300 -10.1769 -26.8168
C -0.0726 -11.6238 -26.9000
N -1.5225 -11.5372 -27.2547
O -2.2950 -12.2271 -26.6040
C -0.0123 -12.2293 -25.4730
C 0.5998 -12.5877 -27.8710
C -2.0710 -10.8897 -29.6581
H -4.1389 -9.6493 -28.4861
H -3.9800 -10.0979 -26.8011
H -4.1723 -11.3975 -27.9534
H -1.8054 -8.7849 -26.8753
H -1.8403 -8.5321 -28.6462
H 0.5927 -8.3380 -27.8848
H 0.3482 -9.7193 -28.9323
H 0.1276 -9.7928 -25.8681
H 1.5233 -10.2546 -26.8077
H -0.7235 -11.5990 -24.7811
H 1.0359 -12.2091 -25.0756
H -0.2154 -13.3318 -25.4861
H 1.5013 -12.8604 -27.3636
H 0.8709 -12.2107 -28.8327
H -0.0142 -13.4936 -27.9890
H -1.0904 -10.8712 -30.1234
H -2.6725 -10.1641 -30.1733
H -2.5496 -11.8803 -29.7713
C -8.0029 -18.3800 -30.5894
C -7.8713 -19.7701 -29.9545
N -7.0360 -19.7788 -28.6736
C -6.8551 -21.1846 -28.3068
C -5.6662 -19.1608 -28.8716
C -4.9067 -19.5652 -30.1445
C -7.8136 -18.9878 -27.5199
C -8.3132 -19.7858 -26.3886
O -7.3071 -20.0741 -25.4875
C -7.8669 -20.5133 -24.2571
H -7.1026 -18.0078 -31.0302
H -8.3280 -17.5474 -29.9513
H -8.8025 -18.4463 -31.3407
H -7.4205 -20.5063 -30.6125
H -8.7997 -20.1696 -29.5636
H -6.1111 -21.5264 -29.0149
H -7.7748 -21.7401 -28.4727
H -6.5170 -21.3174 -27.2618
H -5.0163 -19.4636 -28.0305
H -5.8355 -18.1335 -28.8010
H -4.8839 -20.5863 -30.4463
H -3.8362 -19.3097 -29.8406
H -5.1452 -19.0065 -31.0348
H -8.6902 -18.4265 -27.9650
H -7.1897 -18.2078 -27.1608
H -8.7052 -20.7102 -26.8182
H -9.1421 -19.2343 -25.9499
H -8.5216 -19.7028 -23.8681
H -6.9601 -20.6696 -23.5731
H -8.4901 -21.4346 -24.3093
C 0.5921 -19.2474 -29.7964
C 0.1745 -18.0532 -28.9062
N -0.2057 -18.5358 -27.5173
C 0.7560 -19.6329 -27.1068
C -0.1803 -17.4167 -26.4983
C -1.2796 -16.3734 -26.7708
C -1.4966 -19.2606 -27.5923
C -2.3059 -19.7521 -26.2746
O -2.5926 -18.7476 -25.3267
C -3.4635 -19.0269 -24.2570
H 0.0722 -20.2031 -29.6090
H 1.6677 -19.3388 -29.5802
H 0.6620 -18.9822 -30.8741
H -0.7425 -17.5166 -29.2732
H 0.9574 -17.3549 -28.7935
H 1.6937 -19.3842 -27.5241
H 0.4104 -20.5846 -27.3849
H 0.7575 -19.6573 -25.9858
H 0.8354 -17.0828 -26.3981
H -0.4681 -17.8965 -25.5694
H -1.3560 -15.6196 -25.9929
H -2.2708 -16.8389 -26.5869
H -1.2209 -15.9343 -27.7768
H -1.3885 -20.2069 -28.1773
H -2.3064 -18.6440 -28.1100
H -1.8051 -20.5344 -25.7284
H -3.1728 -20.1117 -26.7921
H -2.8588 -19.5722 -23.5501
H -4.4425 -19.4454 -24.4792
H -3.6549 -18.0248 -23.7659
C -6.5132 -29.4163 -27.1310
C -5.0450 -28.9809 -26.9006
N -4.7884 -27.5455 -26.6455
C -5.3982 -26.8360 -27.8178
C -5.5204 -27.1170 -25.3369
C -5.1491 -25.6984 -24.8666
C -3.2500 -27.3776 -26.6570
C -2.5046 -27.9142 -25.5063
O -2.4190 -29.3165 -25.6195
C -1.7606 -30.0064 -24.5479
H -6.5353 -30.4974 -27.0146
H -6.7809 -29.2652 -28.1815
H -7.2481 -28.9910 -26.4513
H -4.5767 -29.2728 -27.8056
H -4.5662 -29.6675 -26.1964
H -6.5125 -26.6732 -27.6841
H -5.2700 -27.5029 -28.7116
H -4.8886 -25.9184 -28.0462
H -5.2910 -27.8922 -24.6081
H -6.5313 -27.1749 -25.5923
H -4.0480 -25.4959 -24.7538
H -5.4685 -25.5277 -23.8519
H -5.5300 -24.9074 -25.4473
H -3.1412 -26.3341 -26.7209
H -2.9418 -27.8916 -27.5725
H -2.9021 -27.6033 -24.5029
H -1.5127 -27.4438 -25.4922
H -0.7162 -29.8709 -24.4927
H -1.8489 -31.0932 -24.6554
H -2.2771 -29.7518 -23.5983
C 0.8329 -16.5092 -36.2178
N 0.6138 -17.6608 -37.1978
C -0.6069 -18.2565 -37.2266
C -0.9784 -19.0790 -38.2518
C -0.1200 -19.2197 -39.3226
C 1.1577 -18.7774 -39.2392
C 1.4672 -17.9397 -38.1817
C -0.4996 -20.1106 -40.4430
C 0.2709 -21.0930 -41.0275
C -0.2844 -21.9653 -41.9096
N -1.6245 -21.8711 -42.2376
C -2.2697 -20.7718 -41.8567
C -1.7292 -19.8257 -41.0281
C -2.2760 -23.0289 -42.8089
H 1.8890 -16.2191 -36.2269
H 0.5725 -16.9515 -35.2198
H 0.1243 -15.7568 -36.4464
H -1.3387 -18.0250 -36.4673
H -1.9089 -19.6331 -38.0622
H 1.8688 -18.9818 -40.0455
H 2.4506 -17.5121 -38.1817
H 1.2810 -21.2939 -40.6016
H 0.3004 -22.8304 -42.2502
H -3.2408 -20.5147 -42.3599
H -2.2851 -18.8856 -40.7739
H -1.6039 -23.5037 -43.5498
H -3.2861 -22.8511 -43.1992
H -2.5270 -23.7289 -41.9877
C -8.4213 -29.2181 -35.0362
N -7.2801 -28.2400 -35.0689
C -6.9179 -27.6804 -33.9157
C -5.8933 -26.7729 -33.8531
C -5.2806 -26.3907 -35.0541
C -5.6952 -26.9582 -36.2766
C -6.6706 -27.9224 -36.2719
C -4.2640 -25.3197 -35.0134
C -3.3104 -25.3190 -33.9885
C -2.5319 -24.2278 -33.7900
N -2.7634 -23.1168 -34.5539
C -3.5889 -23.1465 -35.5897
C -4.3941 -24.2643 -35.8632
C -2.1498 -21.8413 -34.1229
H -8.4886 -29.5398 -33.9966
H -8.2155 -29.9672 -35.7838
H -9.3247 -28.7475 -35.3997
H -7.4168 -27.9300 -32.9837
H -5.7424 -26.0987 -32.9767
H -5.2169 -26.7916 -37.1996
H -7.1691 -28.3786 -37.0422
H -3.1931 -26.1789 -33.3833
H -1.7549 -24.0807 -33.0676
H -3.7356 -22.3443 -36.2699
H -5.1745 -24.1489 -36.6145
H -2.7683 -21.4057 -33.3602
H -1.8695 -21.2088 -34.9129
H -1.2342 -22.0876 -33.6168
N 0.2039 -14.8965 -32.7264
S -0.7220 -14.7436 -31.4211
O -1.9007 -14.0393 -31.8415
O -0.0818 -14.1986 -30.2377
F -1.1997 -16.1832 -31.0610
S 1.6341 -15.4751 -32.6178
O 2.3956 -15.4336 -33.8552
O 1.7349 -16.7324 -31.9356
F 2.3775 -14.4306 -31.6825
N 3.2801 -17.1209 -27.5369
S 3.2074 -15.6268 -27.3429
O 3.8387 -14.9846 -26.2451
O 1.7851 -15.2892 -27.4994
F 3.9303 -15.0284 -28.6191
S 4.5683 -18.0474 -27.4346
O 5.7690 -17.5846 -28.0214
O 4.0720 -19.4009 -27.6088
F 4.9194 -18.1290 -25.8932
N -4.1523 -19.2045 -38.3765
S -4.9674 -20.4744 -38.6957
O -5.2053 -21.4261 -37.6331
O -4.6071 -21.0036 -39.9970
F -6.4261 -19.7482 -38.9166
S -4.1732 -18.4694 -37.0439
O -4.3416 -17.0906 -37.2726
O -3.1803 -18.7652 -36.0465
F -5.5039 -19.0130 -36.3101
N -5.5689 -15.5357 -29.5932
S -4.0921 -15.4942 -29.0791
O -3.3945 -14.2253 -28.9928
O -3.4497 -16.6526 -29.5950
F -4.3306 -15.7974 -27.5103
S -6.8034 -14.6298 -29.3278
O -7.7712 -14.8094 -30.3148
O -6.6096 -13.2757 -28.8941
F -7.3940 -15.3322 -28.0032
N -1.8421 -22.8118 -28.7456
S -2.9828 -23.3557 -29.7969
O -4.2892 -23.3318 -29.2450
O -2.6950 -24.5048 -30.6072
F -2.8601 -22.1551 -30.9505
S -1.1558 -23.8667 -27.8002
O -2.0366 -24.8017 -27.2078
O -0.1637 -23.2037 -26.9569
F -0.3557 -24.7176 -28.8323
N -0.1464 -23.7779 -37.5608
S -1.2832 -23.8538 -38.6842
O -1.9573 -22.6415 -39.0500
O -2.0484 -25.0744 -38.4943
F -0.4416 -24.1717 -40.0076
S 0.5613 -22.3690 -37.3568
O 0.1847 -21.6172 -36.1973
O 0.8757 -21.7089 -38.5645
F 1.9859 -22.9901 -36.8976
N -6.9392 -22.6936 -31.7463
S -7.7999 -23.8779 -31.2993
O -8.3591 -23.5052 -30.0597
O -7.2585 -25.2123 -31.4456
F -9.1217 -23.8710 -32.2405
S -6.3703 -22.6949 -33.2141
O -6.5323 -23.8481 -34.0832
O -5.0752 -22.0179 -33.2467
F -7.3052 -21.5911 -33.7877
```



A 10-piece molecular cluster, C31H49N13O3 overall, computed with ωB97M-V with the def2-TZVPD basis set.

Summary:
spin multiplicity: 1
relative energy (zero: lowest compared OMol25 entry of this formula, charge and spin): 0.0 kcal/mol
HOMO energy: -7.49 eV
Kohn-Sham gap: 7.6384 eV

```
96
C31H49N13O3 (ωB97M-V with the def2-TZVPD basis set)
C -3.1393 4.3028 -3.1236
C -2.0251 4.1353 -2.2678
C -2.2719 3.0021 -1.4839
N -3.4155 2.4139 -1.9146
C -3.9462 3.1524 -2.9435
H -3.3121 5.1714 -3.7389
H -1.1745 4.7913 -2.1682
H -1.6851 2.5922 -0.6764
H -3.7558 1.4992 -1.6567
H -4.9420 2.9008 -3.2755
C -5.2690 -0.5822 -2.8723
C -4.1982 -0.6898 -3.7110
C -4.5945 -0.3392 -4.9619
N -5.9234 0.0569 -4.9040
C -6.3429 -0.0705 -3.6385
H -5.2764 -0.7162 -1.8013
H -3.2234 -1.0441 -3.4111
H -4.0365 -0.3026 -5.8835
H -6.4924 0.2469 -5.7123
H -7.3661 0.1123 -3.3500
C -3.8031 1.0305 1.0442
C -2.5512 0.5191 1.3109
C -2.6511 -0.8618 1.1355
N -3.9401 -1.1587 0.7228
C -4.6853 0.0150 0.7872
H -4.0959 2.0618 1.1788
H -1.6796 0.9972 1.7318
H -1.9426 -1.6503 1.3388
H -4.3613 -2.0782 0.6237
H -5.7508 0.0357 0.6223
C 4.2952 -3.4521 1.4850
C 4.0036 -4.8089 1.4341
C 4.7240 -5.3647 2.4578
N 5.6200 -4.4330 2.9491
C 5.3461 -3.2367 2.3225
H 3.8055 -2.7059 0.8780
H 3.3610 -5.3303 0.7426
H 4.6395 -6.3949 2.7684
H 6.3581 -4.6594 3.5935
H 5.8929 -2.3429 2.5787
C 7.4434 1.8436 3.7065
C 8.3345 1.4148 2.7303
C 7.5896 0.8069 1.7241
N 6.2804 0.8125 2.0627
C 6.1758 1.5123 3.2258
H 7.6539 2.4871 4.5459
H 9.3987 1.5841 2.7862
H 7.8364 0.4483 0.7362
H 5.4661 0.6113 1.5027
H 5.1987 1.8568 3.5284
C 3.4570 3.9219 2.5144
C 2.5355 4.9299 2.8307
C 1.3496 4.3119 3.1884
N 1.5229 2.9487 3.0935
C 2.8097 2.7207 2.7439
H 4.4670 4.0742 2.1671
H 2.7009 5.9958 2.8056
H 0.3944 4.6891 3.5193
H 0.8143 2.2327 3.2301
H 2.9959 1.6644 2.6209
N -0.3322 -0.9326 4.8433
C 0.4191 -0.3678 3.9222
N 1.5415 -1.0194 3.6256
O 0.1152 0.7025 3.3904
H -1.2451 -0.5436 5.0136
H -0.1052 -1.8617 5.1560
H 1.9739 -1.6693 4.2605
H 2.1030 -0.5658 2.9174
N -2.8200 -3.6076 -1.9095
C -3.3403 -4.1676 -0.8322
N -2.8584 -5.4205 -0.7350
O -4.2133 -3.6659 -0.1453
H -2.2312 -4.1701 -2.4958
H -3.1569 -2.7093 -2.2154
H -3.4831 -6.0465 -0.2507
H -2.1105 -5.7652 -1.3077
N -0.4211 1.7958 -3.8485
C -0.9559 1.3727 -5.0215
N -2.1907 1.7802 -5.2685
O -0.2733 0.5821 -5.7102
H 0.5007 1.4950 -3.5860
H -1.0126 2.3193 -3.2164
H -2.7253 2.3934 -4.6672
H -2.7420 1.3634 -5.9983
C -0.8471 -1.0309 -1.7090
C 0.4926 -1.3330 -1.0772
C 0.9093 -0.1970 -0.1441
C 2.1718 -0.2050 0.5337
N 3.1755 -0.2105 1.1041
H -1.0490 -1.5925 -2.6219
H -0.9487 0.0204 -1.9806
H -1.6858 -1.2703 -1.0570
H 1.1990 -1.4408 -1.9031
H 0.4880 -2.3276 -0.6295
H 0.2132 -0.1719 0.7000
H 0.8253 0.7868 -0.6092
```



C30H36N5O3PPtTe as an isolated structure, computed with ωB97M-V with the def2-TZVPD basis set.

Summary:
spin multiplicity: 1
relative energy (zero: lowest compared OMol25 entry of this formula, charge and spin): 11.4 kcal/mol
HOMO energy: -6.59 eV
Kohn-Sham gap: 6.6323 eV

```
77
C30H36N5O3PPtTe (ωB97M-V with the def2-TZVPD basis set)
Pt 0.6880 1.9266 0.1149
C -1.4654 -0.9932 3.6574
O -0.5748 -1.6786 2.7751
C 0.7308 -1.2352 2.8907
C 1.6198 -2.0224 3.5838
C 2.9579 -1.6453 3.7005
C 3.3592 -0.4718 3.1102
C 2.4796 0.3412 2.3733
C 3.0848 1.4961 1.7429
N 2.5380 2.1629 0.8026
N 3.2694 3.1451 0.1695
C 2.6006 3.6157 -0.8500
O 1.4055 3.2506 -1.1987
C 3.2529 4.6471 -1.6965
C 4.6096 4.9315 -1.5590
C 5.1999 5.8954 -2.3594
C 4.4416 6.5819 -3.2992
C 3.0900 6.3008 -3.4374
C 2.4959 5.3343 -2.6399
C 1.1152 -0.0252 2.2474
O 0.1889 0.6249 1.5889
H -2.4615 -1.3776 3.4586
H -1.1908 -1.1958 4.6964
H -1.4460 0.0811 3.4673
H 1.2474 -2.9347 4.0343
H 3.6602 -2.2607 4.2451
H 4.3939 -0.1590 3.1910
H 4.0980 1.7699 2.0253
H 5.1840 4.3902 -0.8205
H 6.2549 6.1130 -2.2516
H 4.9048 7.3361 -3.9231
H 2.4975 6.8370 -4.1674
H 1.4445 5.1022 -2.7365
C -5.4200 -2.3532 1.3113
C -4.5724 -1.2558 0.7224
C -4.3149 -1.1884 -0.6407
C -3.5529 -0.1537 -1.1879
C -3.3928 -0.0925 -2.6856
C -2.9735 0.8128 -0.3485
Te -1.6273 2.2597 -1.1508
C -3.2717 0.7857 1.0239
C -2.7939 1.8602 1.9598
C -4.0672 -0.2407 1.5254
H -5.6482 -3.1186 0.5693
H -6.3671 -1.9561 1.6817
H -4.9198 -2.8332 2.1550
H -4.7594 -1.9267 -1.3037
H -3.8586 -0.9536 -3.1691
H -2.3433 -0.0186 -2.9819
H -3.8613 0.8117 -3.0795
H -1.7072 1.9442 1.9457
H -3.1244 1.6569 2.9802
H -3.1961 2.8268 1.6497
H -4.3033 -0.2444 2.5849
C -1.1256 -3.0064 -2.0810
N -1.0771 -2.6488 -0.6058
C -0.2221 -3.6729 0.1221
N 1.0760 -3.7677 -0.4671
C 0.9671 -4.0700 -1.8909
N 0.1885 -3.0814 -2.6300
C 0.8558 -1.7641 -2.6763
P 1.1756 -1.0025 -1.0003
C -0.5449 -1.2618 -0.4051
C 1.8807 -2.5563 -0.2358
H -1.7211 -2.2393 -2.5721
H -1.6239 -3.9750 -2.1512
H -2.0313 -2.6524 -0.2333
H -0.7464 -4.6270 0.0449
H -0.1642 -3.3531 1.1625
H 0.4852 -5.0440 -2.0062
H 1.9685 -4.1237 -2.3158
H 0.2332 -1.0767 -3.2534
H 1.8004 -1.8698 -3.2123
H -1.1880 -0.5832 -0.9577
H -0.6470 -1.0123 0.6486
H 1.9735 -2.3942 0.8409
H 2.8878 -2.7241 -0.6222
```



no.,total energy (Ha)
1,-13403.48305
2,-2148.22622
3,-2392.95181